# 1
Below is a structure of composition C24H16CeF3N5O2, with properties calculated with ωB97M-V with the def2-TZVPD basis set.

Geometry as XYZ:
```
51
Properties=species:S:1:pos:R:3
Ce 0.529 -0.270 0.096
O 1.699 -2.649 3.661
C 1.157 -1.971 2.833
N 1.707 -1.540 1.602
C 3.024 -1.854 1.239
C 3.898 -2.620 2.036
C 5.174 -2.894 1.617
C 5.636 -2.416 0.385
C 4.821 -1.666 -0.421
C 3.502 -1.358 -0.027
N 2.615 -0.594 -0.800
C 2.992 -0.076 -2.062
O 4.065 -0.185 -2.590
C 1.913 0.681 -2.804
C 2.252 1.224 -4.030
C 1.284 1.897 -4.758
C 0.007 1.999 -4.232
C -0.250 1.436 -2.997
N 0.680 0.787 -2.277
C -0.257 -1.509 3.111
C -0.837 -1.931 4.293
C -2.118 -1.505 4.604
C -2.771 -0.664 3.718
C -2.127 -0.293 2.555
N -0.888 -0.705 2.237
H 3.563 -2.999 2.983
H 5.822 -3.486 2.249
H 6.644 -2.634 0.059
H 5.195 -1.307 -1.360
H 3.262 1.101 -4.390
H 1.523 2.329 -5.721
H -0.786 2.503 -4.764
H -1.240 1.502 -2.574
H -0.270 -2.578 4.947
H -2.593 -1.818 5.523
H -3.766 -0.293 3.919
H -2.619 0.365 1.856
F -6.422 1.885 -1.421
C -5.492 2.746 -1.019
F -5.907 3.338 0.102
F -5.334 3.680 -1.959
C -4.162 2.046 -0.770
C -3.102 2.781 -0.255
C -1.902 2.136 -0.046
N -1.722 0.833 -0.321
C -2.753 0.137 -0.817
C -3.992 0.703 -1.057
H -3.210 3.832 -0.020
H -1.052 2.683 0.351
H -2.588 -0.916 -1.027
H -4.801 0.107 -1.457
```

The LUMO energy (alpha / beta) comes out at -8.65 / -8.65 eV. The highest occupied orbital energy (alpha / beta) is -0.499 / -0.499 hartree. The HOMO-LUMO gap (alpha / beta) comes out at 4.9 / 4.9 eV. For the total energy, the calculation gives -2122.6697 a.u. The charge is +2.

# 2
Below is a structure of composition C23H40NO3P2Re, with properties calculated with ωB97M-V with the def2-TZVPD basis set.

Geometry as XYZ:
```
70
Properties=species:S:1:pos:R:3
Re -0.324 -0.256 0.320
P 2.120 -0.839 0.117
C 2.192 -1.583 -1.535
C 0.964 -1.752 -2.233
N -0.221 -1.269 -1.728
C -1.382 -1.497 -2.388
C -1.370 -2.245 -3.548
C -0.177 -2.611 -4.136
C 1.009 -2.196 -3.558
C -2.651 -0.935 -1.751
P -2.222 0.514 -0.636
H 1.977 -2.226 -4.094
H -2.321 -2.647 -3.912
H -0.129 -3.271 -4.983
H -3.393 -0.664 -2.531
H -3.164 -1.710 -1.141
H 3.125 2.092 -3.492
H 2.972 -1.197 -2.195
H 1.834 4.557 -0.593
O 2.694 2.472 -4.328
H 2.847 1.789 -5.061
H -0.439 1.060 -0.715
O 1.130 5.260 -0.785
H 0.447 4.729 -1.268
C -2.331 1.851 -1.967
H -3.083 1.641 -2.759
H -2.549 2.828 -1.494
H -1.351 1.923 -2.474
C -3.636 0.941 0.373
H -3.379 1.830 0.954
H -4.559 1.197 -0.160
H -3.879 0.133 1.067
C 2.411 -2.507 0.756
H 3.263 -2.827 0.152
H 2.571 -2.759 1.796
H 1.608 -3.171 0.445
C 3.386 0.174 0.843
H 3.163 0.517 1.844
H 4.329 -0.338 0.894
H 3.546 1.078 0.277
C -1.171 4.725 2.947
C -0.173 3.566 3.063
C 1.060 4.081 3.820
C -0.796 2.308 3.710
C -1.493 2.424 4.903
C -2.131 1.344 5.531
C -2.064 0.048 4.991
C -1.273 -0.158 3.842
C -1.060 -1.467 3.042
C 0.050 -2.331 3.671
C -2.384 -2.204 2.862
C -0.811 0.975 3.133
O -0.601 0.792 1.803
H -1.511 5.089 3.926
H -2.053 4.447 2.360
H -0.691 5.558 2.424
H 0.114 3.289 2.041
H 0.803 4.372 4.851
H 1.825 3.298 3.855
H 1.465 4.945 3.269
H -1.587 3.390 5.400
H -2.721 1.432 6.443
H -2.519 -0.862 5.404
H -0.689 -1.188 1.977
H -0.247 -2.643 4.703
H 0.232 -3.226 3.044
H 0.985 -1.736 3.724
H -3.138 -1.518 2.416
H -2.239 -3.076 2.198
H -2.771 -2.572 3.840
```

The LUMO energy (alpha / beta) comes out at -11.46 / -12.12 eV. The spin multiplicity is 4. The highest occupied orbital energy (alpha / beta) is -0.640 / -0.655 hartree. The HOMO-LUMO gap (alpha / beta) comes out at 6.0 / 5.7 eV. As for the expectation value of S²: 4.19. For the total energy, the calculation gives -1940.6732 a.u. The charge is +3.